# C13H16N2O5

One molecule with the formula C13H16N2O5 at a distorted geometry (wB97M-V/def2-TZVPD, the Open Molecules 2025 dataset).

```
36
Properties=species:S:1:pos:R:3:forces:R:3
N -3.817 -0.378 1.140 -0.8957 -3.6841 -0.0664
C -3.120 0.416 0.117 -0.9729 0.1144 2.0290
C -2.404 1.481 0.988 3.3792 -0.1940 -0.4409
C -1.537 2.280 0.048 0.8540 -0.4864 -0.4669
O -0.322 2.229 -0.154 -2.9632 1.0375 0.3933
O -2.450 2.928 -0.764 1.8081 -0.2032 -0.0927
C -2.395 -0.433 -0.896 0.3710 -4.0630 -1.5481
O -2.930 -1.436 -1.451 1.0356 3.6513 1.9852
N -0.986 -0.267 -1.011 -1.5008 1.3442 0.9458
C -0.214 -1.439 -0.901 -2.6108 -3.7762 0.2286
C 1.180 -1.308 -1.289 2.6763 -1.8298 1.2910
C 2.239 -0.621 -0.336 0.1125 -0.6977 -4.5570
C 3.493 -0.540 -0.953 2.7296 -1.6403 -1.0642
C 4.503 0.291 -0.503 -0.3824 1.2967 2.0958
C 4.221 1.091 0.687 0.6740 0.3416 -0.8951
C 2.960 1.126 1.217 -0.6054 -1.9751 -0.9816
C 1.995 0.290 0.583 -0.9915 1.9020 2.9451
C -0.498 -2.134 0.621 -2.0285 2.3591 -2.3528
O -1.576 -2.575 0.960 0.8797 -0.5981 -0.6841
O 0.400 -1.801 1.519 1.4266 -0.6613 0.0747
H -4.460 -1.051 0.614 0.9136 1.2644 0.9174
H -3.234 -1.115 1.703 -0.6386 2.1538 -1.6394
H -3.890 0.875 -0.463 -0.7255 0.6668 -0.1534
H -1.672 1.045 1.713 -0.9033 -0.1406 -0.4306
H -2.979 2.229 1.510 -1.0307 -0.4045 0.0465
H -1.889 3.104 -1.525 -0.1497 0.8345 -0.6795
H -0.696 0.520 -1.576 0.5147 -0.1666 0.4491
H -0.704 -2.143 -1.677 0.8839 0.2503 1.5326
H 1.103 -0.706 -2.186 0.7230 -0.2119 -0.5780
H 1.554 -2.421 -1.484 -0.5229 2.5138 -0.0160
H 3.804 -1.281 -1.767 -0.8288 1.1869 0.9243
H 5.519 0.412 -0.918 -0.8327 -0.5120 -0.0463
H 4.962 1.770 1.137 -0.0111 -0.5929 -0.4242
H 2.649 1.575 2.147 0.2868 0.6320 -0.1282
H 0.985 0.375 0.900 -0.5977 0.2529 0.4759
H 0.206 -2.389 2.252 -0.0765 0.0353 0.9106
```
Forces are in eV/Å.

## Properties
E = -990.6103 Ha
Charge = 0
ΔE to the lowest compared entry with this formula, charge and spin = 426.0 kJ/mol
LUMO = 0.450 eV
Kohn-Sham gap = 0.3497 hartree
HOMO level = -9.067 eV


# C4H5N3S2

A 2-piece molecular cluster, C4H5N3S2 overall at a distorted geometry (wB97M-V/def2-TZVPD, the Open Molecules 2025 dataset).

```
14
Properties=species:S:1:pos:R:3:forces:R:3
C -2.861 -1.662 -0.293 -0.3657 -0.1156 0.8042
C 1.233 0.434 -0.496 -1.1417 3.1444 -1.9210
C 1.989 -1.135 1.238 0.7008 -0.4121 -0.9609
C -1.930 0.889 0.166 -4.5116 -2.3531 1.0693
N -3.759 -2.391 -0.264 0.4233 0.4642 -0.3312
N 1.733 -0.377 0.222 1.6596 -1.6586 3.3037
N 1.632 1.527 -1.210 1.5099 -0.3178 -0.3700
S -3.487 1.310 0.595 2.1433 -0.5306 -0.9294
S -1.383 -0.824 -0.121 -0.0117 1.2736 -0.5049
H -1.192 1.592 0.295 2.1613 1.1990 -0.1886
H 2.181 -2.164 0.970 0.1684 -0.1897 0.1645
H 2.258 -0.852 2.275 -0.8027 0.4945 -0.8815
H 0.971 1.764 -1.920 -0.2125 0.3763 -0.1110
H 2.615 1.890 -1.456 -1.7207 -1.3745 0.8569
```
Forces are in eV/Å.

## Properties
E = -1115.9068 Ha
Charge = 0
ΔE to the lowest compared entry with this formula, charge and spin = 197.6 kJ/mol
LUMO = -0.849 eV
Kohn-Sham gap = 0.2699 hartree
HOMO level = -8.193 eV


# C2H5N3S

A 2-piece molecular cluster, C2H5N3S overall at a distorted geometry (wB97M-V/def2-TZVPD, the Open Molecules 2025 dataset).

```
11
Properties=species:S:1:pos:R:3:forces:R:3
C 1.752 0.279 -1.000 -0.7154 -0.4767 0.6494
C -0.478 -0.348 1.239 2.2387 -2.3530 -2.8971
N 1.655 0.779 0.054 1.5537 1.0586 -0.2307
N -0.660 0.503 0.060 -0.5970 0.6524 -0.0551
N -1.001 0.221 -1.078 -0.1567 1.0523 -1.8524
S 1.282 -0.631 -2.258 0.2215 -0.1279 -0.7385
H -1.044 0.099 1.976 -1.0504 0.4984 1.9529
H -0.729 -1.458 0.979 0.2140 2.2333 0.5329
H 0.637 -0.205 1.277 -1.0071 -0.6574 1.2891
H -0.367 1.502 0.120 -0.3772 -0.8407 0.5686
H -1.045 -0.741 -1.369 -0.3243 -1.0393 0.7809
```
Forces are in eV/Å.

## Properties
E = -641.5414 Ha
Charge = 0
ΔE to the lowest compared entry with this formula, charge and spin = 374.4 kJ/mol
LUMO = -0.524 eV
Kohn-Sham gap = 0.2927 hartree
HOMO level = -8.489 eV


# C30H55FO8

A 3-piece molecular cluster, C30H55FO8 overall at a distorted geometry (wB97M-V/def2-TZVPD, the Open Molecules 2025 dataset).

```
94
Properties=species:S:1:pos:R:3:forces:R:3
C -9.015 2.746 -2.478 -0.1915 -0.4989 0.1383
C -9.544 1.428 -1.876 0.8160 0.9117 0.6521
C -8.639 1.046 -0.665 -1.0197 -0.8649 -0.2616
C -7.799 -0.234 -0.896 0.9714 1.1014 -0.2760
C -6.319 -0.002 -0.496 -0.1895 -0.9734 0.6228
C -5.702 -1.167 0.313 0.7590 0.9117 -0.3218
C -4.501 -0.649 1.124 -0.2151 -0.2211 0.2865
C -4.038 -1.646 2.196 0.4941 -0.2321 -0.4123
C -3.018 -2.681 1.692 -0.2022 0.0023 -0.4257
C -1.743 -2.068 1.057 -0.3127 -0.2016 0.3979
C -0.430 -2.387 1.820 -0.4503 0.8517 -0.7406
C 0.411 -1.117 2.012 0.0645 0.0355 0.4701
C 1.352 -1.191 3.216 0.7397 0.1901 -0.1946
C 2.488 -0.135 3.195 0.0722 -0.2498 -1.0827
C 2.105 1.182 2.506 -0.5217 0.0787 1.1439
C 3.101 2.319 2.735 -0.1965 -0.6581 -0.7709
C 4.472 2.154 1.981 -0.7515 1.2030 1.5379
C 5.547 1.901 3.056 -0.2145 0.0511 -0.5998
C 4.785 3.519 1.311 -0.2922 -0.2832 -0.1704
C 4.154 3.714 -0.079 1.2753 0.1360 0.1766
C 5.068 3.174 -1.204 -0.6313 0.6861 1.0452
F 4.418 2.153 -1.863 0.4331 -0.3129 -0.4045
O 4.291 1.066 1.055 0.5707 0.3503 -0.1295
C 5.432 0.442 0.664 -0.2931 1.3853 -1.5428
O 5.884 -0.500 1.184 0.6837 -2.0457 1.3997
H -8.900 3.461 -1.663 -0.0170 0.1510 -0.0919
H -8.029 2.584 -2.918 -0.0190 0.1262 -0.1335
H -9.701 3.169 -3.211 0.1279 -0.0114 -0.1437
H -10.556 1.630 -1.530 -0.1713 -0.3611 -0.1499
H -9.510 0.622 -2.603 -0.3704 -0.0044 -0.1113
H -8.028 1.909 -0.410 0.2542 -0.0975 -0.0008
H -9.279 0.856 0.200 0.0154 0.1592 0.0855
H -7.826 -0.463 -1.962 -0.0773 -0.2316 -0.0058
H -8.186 -1.095 -0.356 -0.1865 0.0303 0.0275
H -5.679 0.146 -1.366 -0.1052 0.2343 -0.1262
H -6.234 0.888 0.127 -0.1192 0.1430 -0.0440
H -6.413 -1.646 0.986 -0.1723 0.0042 -0.1288
H -5.307 -1.885 -0.408 -0.2973 -0.4524 0.1986
H -4.753 0.283 1.636 -0.2334 0.0610 -0.1125
H -3.718 -0.392 0.408 0.1734 0.0004 0.1567
H -3.600 -1.146 3.064 -0.1042 0.2028 -0.0329
H -4.931 -2.179 2.529 0.0533 -0.0178 0.2851
H -2.727 -3.324 2.527 -0.0952 -0.0834 -0.0253
H -3.517 -3.319 0.951 0.1289 0.0817 0.2435
H -1.850 -0.983 1.022 -0.0238 0.0063 -0.0069
H -1.716 -2.397 0.018 0.3170 -0.0040 -0.0569
H 0.161 -3.069 1.209 0.0599 -0.3576 0.3297
H -0.683 -2.838 2.779 0.1678 -0.1026 0.0910
H 0.974 -0.936 1.093 0.1383 -0.0277 0.0154
H -0.217 -0.234 2.138 -0.2612 -0.0922 -0.0598
H 0.824 -1.105 4.167 -0.3450 -0.1769 -0.1367
H 1.829 -2.174 3.170 -0.0245 -0.0684 0.3664
H 2.888 0.081 4.188 -0.1707 -0.1122 0.1186
H 3.300 -0.583 2.620 0.2053 0.1012 0.1105
H 1.867 1.042 1.457 0.2415 -0.0279 -0.1643
H 1.160 1.501 2.967 0.0062 0.1482 -0.0468
H 2.613 3.250 2.444 0.0757 0.0404 -0.1462
H 3.287 2.402 3.805 0.0714 0.0105 0.0586
H 5.385 2.636 3.840 0.0922 0.0924 0.0446
H 5.447 0.911 3.493 0.1404 -0.1087 -0.0334
H 6.542 2.079 2.643 0.1216 -0.3661 0.1270
H 4.359 4.283 1.960 0.1342 -0.0159 0.2058
H 5.863 3.700 1.323 0.0322 0.0145 -0.3519
H 4.073 4.784 -0.257 -0.4604 0.0541 0.0921
H 3.181 3.229 -0.084 -0.0915 0.0947 -0.3409
H 6.004 2.861 -0.737 0.0193 -0.5663 -0.3277
H 5.337 3.966 -1.902 -0.2469 -0.0961 -0.3206
H 5.915 0.834 -0.247 -0.3477 0.3092 0.0077
C 5.267 2.903 -5.970 -0.0038 -0.1893 -0.3650
C 6.601 3.618 -5.987 -0.5986 -0.2450 0.1317
C 6.704 4.708 -4.948 0.1654 0.0087 0.2329
O 7.610 5.631 -5.554 -0.1744 -0.0427 -0.1806
C 7.445 5.510 -6.902 0.0859 0.0416 -0.1872
O 7.826 6.300 -7.702 0.0230 -0.1172 0.0896
O 6.782 4.360 -7.203 0.2096 0.2531 0.2305
H 5.311 1.988 -6.560 -0.0073 0.0047 0.0325
H 4.981 2.635 -4.951 0.0581 0.0133 0.0125
H 4.490 3.530 -6.407 0.0364 0.1117 0.1290
H 7.420 2.900 -5.896 0.0822 0.1077 0.0098
H 7.091 4.344 -3.998 0.1769 0.1425 -0.0432
H 5.753 5.220 -4.775 -0.0666 -0.1092 -0.0659
C -0.721 -7.811 2.579 -0.3286 -0.2395 0.1602
C -1.215 -7.474 1.189 0.3502 -0.0523 0.5116
C -0.492 -6.303 0.567 0.1858 -0.0040 -0.1783
O -1.490 -5.747 -0.294 -0.0648 -0.0141 0.2392
C -2.692 -6.027 0.275 -0.2478 0.0515 -0.0534
O -3.711 -5.489 -0.009 -0.0022 -0.1473 -0.1038
O -2.570 -6.997 1.217 0.1485 0.1735 -0.2658
H -1.093 -8.785 2.897 0.0302 0.0113 -0.0041
H 0.369 -7.838 2.608 -0.0062 0.0088 -0.0628
H -1.080 -7.078 3.302 0.0936 0.1203 -0.0956
H -1.175 -8.356 0.545 -0.0350 0.0758 -0.0928
H 0.390 -6.601 0.004 -0.1141 0.0778 -0.1726
H -0.208 -5.544 1.302 -0.0302 -0.0783 0.0878
```
Forces are in eV/Å.

## Properties
E = -1877.8548 Ha
Charge = 0
LUMO = 0.422 eV
Kohn-Sham gap = 0.3883 hartree
HOMO level = -10.145 eV